DFT (wB97M-V/def2-TZVPD) results for the molecule C5H8O3.

Geometry as XYZ:
```
16
Properties=species:S:1:pos:R:3:lowdin_charge:R:1
C -2.4029 -1.1856 0.1382 0.11
C -1.1012 -0.7432 0.2595 -0.21
C -0.6595 0.4855 0.9543 -0.34
C -0.9072 1.7414 0.1255 -0.02
O 0.7471 0.3014 1.0919 -0.03
O 1.1854 -0.9080 0.3373 0.00
C 0.0558 -1.5303 -0.2563 -0.34
O -0.1252 -2.9059 0.1260 0.00
H -2.6346 -2.1788 -0.3191 0.08
H -3.2595 -0.6954 0.5749 0.06
H -1.1575 0.5169 1.9210 0.16
H -1.9576 1.8608 -0.1432 0.08
H -0.3415 1.7736 -0.8069 0.09
H -0.6603 2.6208 0.7090 0.08
H 0.1208 -1.3772 -1.3341 0.17
H 0.1423 -3.0227 1.0592 0.12
```

Values from the calculation:
structure (SMILES)	C=C1[C@H](C)OO[C@H]1O
LUMO	0.899	eV
total energy	-11453.1473	eV
net charge	0